# C4H4

2 unconnected molecules or ions with the total composition C4H4 in a non-equilibrium geometry (the ωB97M-V functional and the def2-TZVPD basis, the OMol25 dataset).

Last column: Mulliken charge in e.
CARTESIAN COORDINATES (ANGSTROEM)
C  0.96182  0.23726  0.10448  0.2146
C  2.19261  0.52821  0.14457  -0.1456
C  -0.23599  -0.60550  0.59542  -0.3331
C  -0.40804  0.47395  -0.33710  -0.5593
H  -0.21111  -1.63510  0.27181  0.2089
H  -0.52247  -0.46046  1.63345  0.2175
H  -0.92391  1.40372  -0.22723  0.2587
H  -0.85291  0.05792  -2.18540  0.1383

Cartesian forces (eV/Å) of the 3 atoms listed first:
C -1.052 -0.201 -0.112
C 0.711 0.103 0.091
C 0.327 -0.237 0.541

Results
* multiplicity: 1
* LUMO (spin up / spin down): -0.97 / -0.97 eV
* DFT total energy: -4204.3321 eV
* energy relative to the best compared isomer or geometry (same formula, charge and spin): 5.826 eV
* gap between HOMO and LUMO (spin up / spin down): 0.3209 / 0.3209 hartree

=====

# C2H7N3S

A single C2H7N3S molecule in a non-equilibrium geometry (the ωB97M-V functional and the def2-TZVPD basis, the OMol25 dataset).

Last column: Mulliken charge in e.
CARTESIAN COORDINATES (ANGSTROEM)
H  1.39262  2.12159  0.09405  0.2532
N  0.84318  1.92907  -0.69455  -0.7411
C  0.19642  0.82398  -0.65198  0.6325
N  -0.67239  0.50994  -1.69477  -0.4079
N  0.33531  -0.22725  0.28704  -0.0773
C  1.13683  0.06767  1.42534  -1.0906
S  -0.85556  -1.45690  0.50073  -0.1969
H  -0.78403  -0.42775  -1.93120  0.1676
H  -0.75958  1.19346  -2.39489  0.2470
H  0.78680  0.86761  2.05670  0.3708
H  2.11873  0.31176  1.05867  0.4346
H  1.22407  -0.83600  2.01485  0.2636
H  -1.83175  -0.75251  1.16586  0.1445

Cartesian forces (eV/Å) of the 3 atoms listed first:
H 0.779 0.182 1.324
N -1.287 -0.734 -0.875
C -0.148 -0.442 -1.307

Results
* SMILES: [H]/N=C(/N)N(C)S
* multiplicity: 1
* LUMO: 0.65 eV
* DFT total energy: -17492.5497 eV
* energy relative to the best compared isomer or geometry (same formula, charge and spin): 0.362 eV
* gap between HOMO and LUMO: 0.3590 hartree

=====

# CH3O4

A gas-phase ion, CH3O4 (charge +1) in a non-equilibrium geometry (the ωB97M-V functional and the def2-TZVPD basis, the OMol25 dataset).

Last column: Mulliken charge in e.
CARTESIAN COORDINATES (ANGSTROEM)
C  -0.31185  -0.04998  0.02416  -0.0259
O  -2.49476  -2.48508  -0.75068  -0.0692
O  0.67210  0.54878  -0.59140  -0.4245
O  -0.79293  -1.18487  -0.68370  0.0242
O  -2.11395  -1.37982  -0.42693  0.4033
H  -1.23023  0.53037  0.38278  0.3579
H  0.00259  -0.42976  1.05150  0.3151
H  1.34294  -0.08918  -1.12780  0.4189

Cartesian forces (eV/Å) of the 3 atoms listed first:
C -1.244 -0.118 2.839
O 0.000 -0.155 -0.078
O 2.542 -0.841 -2.771

Results
* multiplicity: 1
* net charge: +1
* LUMO (spin up / spin down): -8.43 / -10.24 eV
* DFT total energy: -9258.0518 eV
* energy relative to the best compared isomer or geometry (same formula, charge and spin): 6.770 eV
* gap between HOMO and LUMO (spin up / spin down): 0.3227 / 0.2370 hartree

=====

# C3H4NO2

A gas-phase ion, C3H4NO2 (charge +1) in a non-equilibrium geometry (the ωB97M-V functional and the def2-TZVPD basis, the OMol25 dataset).

Last column: Mulliken charge in e.
CARTESIAN COORDINATES (ANGSTROEM)
C  0.31489  -1.17442  -0.00100  0.1768
C  -1.46514  0.19643  -0.00667  0.3362
C  0.94084  0.14558  0.01645  -0.2931
N  -0.14693  1.03816  0.03629  -0.1445
O  -2.57675  0.52339  -0.01411  -0.2736
O  -0.94535  -1.12479  -0.00283  -0.1406
H  0.80698  -2.14414  0.02246  0.4351
H  1.58238  0.21970  0.92048  0.3093
H  1.64730  0.29495  -0.82161  0.3407
H  -0.15821  2.02514  -0.14945  0.2537

Cartesian forces (eV/Å) of the 3 atoms listed first:
C 0.054 0.514 0.013
C 3.668 4.830 0.049
C 0.675 0.557 0.044

Results
* multiplicity: 1
* net charge: +1
* LUMO: -6.89 eV
* DFT total energy: -8751.7602 eV
* energy relative to the best compared isomer or geometry (same formula, charge and spin): 1.228 eV
* gap between HOMO and LUMO: 0.3242 hartree

=====

# C2H3N3O2

A molecular structure, C2H3N3O2 in a non-equilibrium geometry (the ωB97M-V functional and the def2-TZVPD basis, the OMol25 dataset).

Last column: Mulliken charge in e.
CARTESIAN COORDINATES (ANGSTROEM)
C  -0.36039  0.21572  0.65618  0.5967
C  -0.38253  -0.21712  -0.69751  0.0846
H  -1.29764  -1.22206  1.89721  0.2762
H  -0.00939  -0.52021  2.60398  0.3042
H  -0.34715  -1.52094  -2.03233  0.4436
N  -0.91397  -0.30283  1.94243  -0.6190
N  1.53129  0.89544  -0.47765  -0.2003
N  0.87681  0.21496  -1.24464  -0.1236
O  0.68791  0.78409  0.83362  -0.2019
O  -1.23132  -1.08176  -1.30384  -0.5606

Cartesian forces (eV/Å) of the 3 atoms listed first:
C -3.359 -5.959 -0.633
C 1.532 0.958 1.307
H -0.791 -0.541 -0.867

Results
* multiplicity: 1
* LUMO: 0.02 eV
* DFT total energy: -10682.9327 eV
* energy relative to the best compared isomer or geometry (same formula, charge and spin): 5.524 eV
* gap between HOMO and LUMO: 0.3129 hartree

=====

# C3H5IOS

2 unconnected molecules or ions with the total composition C3H5IOS in a non-equilibrium geometry (the ωB97M-V functional and the def2-TZVPD basis, the OMol25 dataset).

Last column: Mulliken charge in e.
CARTESIAN COORDINATES (ANGSTROEM)
C  -1.28877  1.60065  -0.45412  -0.3825
C  -0.05408  -1.24748  1.13097  -0.5976
C  1.35354  -0.78041  -0.74256  -0.3633
O  0.25127  -1.09057  -0.18810  -0.1778
S  -2.05968  0.78245  0.65909  -0.1610
I  2.79730  0.48525  0.14707  0.0194
H  -0.55007  2.33937  -0.36751  0.3024
H  -1.38248  1.28145  -1.48096  0.2444
H  -1.01353  -1.77277  1.20001  0.4330
H  0.73302  -1.06275  1.83274  0.2451
H  1.21348  -0.53519  -1.73664  0.4379

Cartesian forces (eV/Å) of the 3 atoms listed first:
C -0.298 -1.125 -1.277
C -0.408 -0.216 -2.299
C 1.810 0.995 0.620

Results
* multiplicity: 1
* LUMO (spin up / spin down): -0.20 / -0.62 eV
* DFT total energy: -24170.2128 eV
* energy relative to the best compared isomer or geometry (same formula, charge and spin): 4.854 eV
* gap between HOMO and LUMO (spin up / spin down): 0.2941 / 0.2676 hartree